(1)
DFT (wB97M-V/def2-TZVPD) results for a molecular structure, C28H69NO17PS7 in a non-equilibrium geometry.

LUMO energy ... -2.312 eV
M ... 947.29 g mol⁻¹
Total charge ... +1
Electronic energy ... -5570.35201 Eh
Multiplicity ... 1
HOMO level ... -11.8862 eV

Positions of all 123 atoms, in Å:
S  3.20314  -2.72485  2.27814
S  -1.95786  0.21144  -3.93316
S  4.96097  2.68981  0.78940
S  0.56869  -2.63524  -0.59550
S  8.81920  3.37002  5.58886
S  -9.11340  0.20059  -4.27292
S  -3.84707  -5.29793  -5.42650
P  0.17277  -1.72680  1.04132
O  -2.76309  -1.48534  -1.05009
O  4.88844  1.38332  0.19547
O  -8.44513  1.44854  -4.45784
O  -2.85079  -1.57750  1.20577
O  -2.70522  -5.36663  -6.27992
O  6.05416  3.54717  0.04601
O  8.02548  2.61961  4.65837
O  -4.05566  -6.29712  -4.42493
O  -2.79590  -0.52352  -4.82604
O  3.76194  3.46203  0.93506
O  -0.55265  0.45217  -4.62574
O  10.31762  3.38430  5.07959
O  8.42144  4.69237  5.94741
O  -2.41002  1.43704  -3.35172
O  -9.25747  -0.70800  -5.36610
O  -3.89007  -3.86986  -4.72624
O  -8.44134  -0.57471  -3.05714
N  1.54374  -0.65206  1.59812
C  2.16776  -4.07074  2.91739
C  5.77406  2.58557  2.34349
C  -1.59011  -3.42719  -3.98564
C  -3.71209  -1.60095  3.46832
C  -1.23488  0.33036  3.42926
C  -3.20972  -1.01357  0.00306
C  -7.21694  -1.29236  -3.32571
C  -4.08305  0.20903  0.02453
C  -3.03000  -3.66551  -3.58449
C  10.57070  3.81046  3.72086
C  -5.29676  -5.11455  -6.40434
C  10.51834  5.31694  3.56701
C  -10.67824  0.48518  -3.52226
C  -6.01010  -0.37910  -3.40583
C  0.05090  0.75187  4.13322
C  -1.41555  -0.85106  -2.64194
C  -3.68180  -0.07602  3.62074
C  1.10232  1.34210  3.19049
C  9.08584  2.42324  7.04548
C  -3.90498  -2.06226  2.05071
C  -2.43702  0.38764  4.35671
C  1.09857  0.80365  1.78226
C  -0.55131  1.04278  -5.94789
C  -0.78406  2.53948  -5.91392
C  4.92135  4.64034  -1.85128
C  5.97795  3.65387  -1.39857
C  2.86050  -4.81047  4.04902
C  2.30712  -1.22942  2.75553
H  0.88158  2.39469  3.08110
H  0.13018  0.98266  1.34786
H  -6.05705  0.26717  -4.28022
H  -2.28708  -1.04886  -2.01881
H  2.08042  1.30881  3.64459
H  -4.55319  0.26055  4.15991
H  -4.17252  0.59327  -0.97399
H  -0.63874  2.95912  -6.90887
H  -4.87953  -1.74671  1.70737
H  2.18143  -0.65880  0.79752
H  11.16098  5.79915  4.30234
H  -11.26001  1.08531  -4.21773
H  -5.18541  -4.23502  -7.03248
H  1.93097  -4.73284  2.09763
H  -0.93092  -0.88758  0.88429
H  0.43280  0.82049  -6.35384
H  1.78712  1.39615  1.21000
H  -4.51478  -1.97949  4.08003
H  -1.51862  -2.63441  -4.72939
H  -1.14606  -4.32250  -4.41919
H  -3.87548  -3.14312  2.03863
H  10.84938  5.59884  2.56775
H  -1.28669  0.53618  -6.57337
H  9.87259  3.31241  3.04668
H  3.91803  4.28222  -1.62417
H  -5.09861  -0.97257  -3.47509
H  -2.76859  -2.00335  3.82062
H  5.10594  2.07045  3.02997
H  1.64720  -1.49258  3.56356
H  -6.15513  -5.02144  -5.74559
H  5.05103  5.59837  -1.34942
H  3.83547  -5.15925  3.75208
H  -1.00990  -3.14580  -3.10758
H  0.45701  -0.06495  4.71557
H  -0.09237  3.01945  -5.22169
H  -2.52962  1.38349  4.77016
H  8.13569  2.37077  7.57186
H  5.81783  2.66464  -1.82820
H  -7.32994  -1.88258  -4.23546
H  -3.65505  0.38525  2.64308
H  -1.13594  -0.72153  3.17534
H  -7.11114  -1.99078  -2.49683
H  9.82756  2.92954  7.65647
H  1.22693  -3.70013  3.30033
H  -1.79546  2.77722  -5.58783
H  -3.63901  0.96844  0.65303
H  -0.19706  1.52507  4.84592
H  -10.52667  1.02619  -2.59253
H  11.56720  3.44068  3.49166
H  6.96538  3.98834  -1.70612
H  2.22532  -5.63471  4.33654
H  -5.95215  0.26504  -2.52698
H  -3.11631  -4.51122  -2.90033
H  -5.38171  -6.00814  -7.01806
H  4.99434  4.79142  -2.92769
H  5.97526  3.58991  2.70442
H  -2.23981  -0.30902  5.16632
H  -11.16229  -0.47099  -3.34667
H  -5.05328  -0.03798  0.42827
H  6.69653  2.02572  2.22488
H  -1.03993  -1.77339  -3.07170
H  9.42183  1.42985  6.76281
H  2.93375  -4.14658  4.89634
H  -0.64279  -0.34751  -2.07094
H  -0.10910  -2.54946  2.13420
H  -3.42802  -2.79208  -3.07479
H  9.50821  5.69732  3.71285
H  -1.43381  0.91867  2.54197
H  3.04114  -0.52563  3.10577

Atoms 1-3, force components in eV/Å:
0.0226 0.3115 -0.0765
1.5013 -1.0435 1.3081
0.5674 0.2646 0.3500

Löwdin atomic charge list, values in e, 99 entries: number 1, S, carries 0.921; number 2, S, carries 0.569; number 3, S, carries 0.551; number 4, S, carries 0.357; number 5, S, carries 0.563; number 6, S, carries 0.564; number 7, S, carries 0.567; number 8, P, carries 0.462; number 9, O, carries 0.076; number 10, O, carries -0.296; number 11, O, carries -0.269; number 12, O, carries -0.094; number 13, O, carries -0.267; number 14, O, carries -0.254; number 15, O, carries -0.294; number 16, O, carries -0.276; number 17, O, carries -0.269; number 18, O, carries -0.288; number 19, O, carries -0.260; number 20, O, carries -0.259; number 21, O, carries -0.265; number 22, O, carries -0.284; number 23, O, carries -0.270; number 24, O, carries -0.255; number 25, O, carries -0.266; number 26, N, carries -0.238; number 27, C, carries -0.543; number 28, C, carries -0.124; number 29, C, carries -0.074; number 30, C, carries -0.152; number 31, C, carries -0.228; number 32, C, carries -0.376; number 33, C, carries -0.243; number 34, C, carries 0.065; number 35, C, carries -0.225; number 36, C, carries -0.244; number 37, C, carries -0.117; number 38, C, carries -0.069; number 39, C, carries -0.121; number 40, C, carries -0.058; number 41, C, carries -0.176; number 42, C, carries -0.190; number 43, C, carries -0.175; number 44, C, carries -0.172; number 45, C, carries -0.117; number 46, C, carries -0.156; number 47, C, carries -0.193; number 48, C, carries -0.144; number 49, C, carries -0.247; number 50, C, carries -0.072; number 51, C, carries -0.068; number 52, C, carries -0.235; number 53, C, carries -0.148; number 54, C, carries -0.465; number 55, H, carries 0.134; number 56, H, carries 0.097; number 57, H, carries 0.085; number 58, H, carries -0.116; number 59, H, carries 0.107; number 60, H, carries 0.117; number 61, H, carries 0.083; number 62, H, carries 0.082; number 63, H, carries 0.127; number 64, H, carries 0.120; number 65, H, carries 0.087; number 66, H, carries 0.079; number 67, H, carries 0.079; number 68, H, carries 0.072; number 69, H, carries -0.012; number 70, H, carries 0.120; number 71, H, carries 0.116; number 72, H, carries 0.125; number 73, H, carries 0.087; number 74, H, carries 0.090; number 75, H, carries 0.135; number 76, H, carries 0.083; number 77, H, carries 0.115; number 78, H, carries 0.110; number 79, H, carries 0.071; number 80, H, carries 0.060; number 81, H, carries 0.108; number 82, H, carries 0.068; number 83, H, carries 0.076; number 84, H, carries 0.073; number 85, H, carries 0.088; number 86, H, carries 0.072; number 87, H, carries 0.032; number 88, H, carries 0.107; number 89, H, carries 0.082; number 90, H, carries 0.121; number 91, H, carries 0.077; number 92, H, carries 0.115; number 93, H, carries 0.115; number 94, H, carries 0.080; number 95, H, carries 0.066; number 96, H, carries 0.119; number 97, H, carries 0.079; number 98, H, carries 0.048; number 99, H, carries 0.072

=====

(2)
DFT (wB97M-V/def2-TZVPD) results for 3 unconnected molecules or ions with the total composition C3H12O2S2 in a non-equilibrium geometry.

LUMO energy ... 0.403 eV
M ... 144.26 g mol⁻¹
Total charge ... 0
SMILES ... CCCSS.O.O
Energy relative to the best compared isomer or geometry (same formula, charge and spin) ... 0.854 eV
Electronic energy ... -1068.33282 Eh
Multiplicity ... 1
HOMO level ... -9.0431 eV

Positions of all 19 atoms, in Å:
S  -2.73840  -0.43740  0.10410
S  -2.46806  -0.52671  2.19927
O  -2.44396  4.23315  -1.10600
O  3.00012  0.95566  -5.63192
C  1.56615  -1.49672  1.62916
C  0.31426  -0.56989  1.72502
C  -0.81413  -1.33355  2.38953
H  3.68485  1.24158  -6.25873
H  0.01304  -0.49004  0.67958
H  -0.82224  -1.31112  3.48596
H  2.39276  -0.87983  1.27048
H  -3.20994  3.90798  -1.56303
H  -0.88314  -2.37058  2.07982
H  -1.66684  3.96937  -1.57200
H  0.58240  0.37219  2.18247
H  -3.17674  -1.67334  -0.23498
H  1.45671  -2.27533  0.87084
H  3.43356  0.69457  -4.81579
H  1.77961  -2.01000  2.56621

Atoms 1-3, force components in eV/Å:
0.1647 0.0852 0.6343
0.0810 -0.4812 -1.3229
-0.2776 0.7074 1.0767

So, what does the Löwdin scheme give us? The charges, in e, come out as: number 1, S, carries 0.291; number 2, S, carries 0.424; number 3, O, carries -0.041; number 4, O, carries -0.068; number 5, C, carries -0.115; number 6, C, carries -0.324; number 7, C, carries -0.577; number 8, H, carries 0.040; number 9, H, carries 0.060; number 10, H, carries 0.061; number 11, H, carries 0.067; number 12, H, carries 0.024; number 13, H, carries 0.072; number 14, H, carries 0.017; number 15, H, carries 0.105; number 16, H, carries -0.200; number 17, H, carries 0.069; number 18, H, carries 0.028; number 19, H, carries 0.068

=====

(3)
DFT (wB97M-V/def2-TZVPD) results for 13 unconnected molecules or ions with the total composition H25O13 in a non-equilibrium geometry.

LUMO energy ... 2.789 eV
M ... 233.19 g mol⁻¹
Total charge ... -1
Energy relative to the best compared isomer or geometry (same formula, charge and spin) ... 3.830 eV
Electronic energy ... -993.09697 Eh
Multiplicity ... 1
HOMO level ... -6.5481 eV

Positions of all 38 atoms, in Å:
O  -0.47257  1.03216  0.41097
O  1.09352  2.27790  -2.56891
O  -2.48376  2.79700  1.00999
O  2.71675  -2.04239  0.30283
O  -1.68867  -2.65438  2.23386
O  -3.90628  -0.69764  0.19809
O  -1.95777  0.84579  -3.14077
O  0.68326  -0.91149  -0.69070
O  -1.37202  0.46883  3.50034
O  0.09273  -3.41375  -1.64677
O  1.50777  1.85304  3.12810
O  3.00236  1.18755  -0.58457
O  2.27465  -1.40739  -2.38039
H  0.92193  -3.87763  -2.09679
H  -3.15131  -1.18539  0.66360
H  -1.04511  0.80633  2.66440
H  -2.84337  3.06256  0.20036
H  0.28185  -2.58049  -1.27867
H  -0.03807  -1.13137  0.03932
H  2.02481  -1.45670  -0.07827
H  -0.61071  0.54556  4.04620
H  -1.44277  -1.88151  2.75884
H  3.54997  0.39593  -0.42687
H  -2.46329  1.18648  -2.40837
H  3.04267  -2.69601  -0.28811
H  -1.29400  1.38402  -3.44083
H  -1.36927  1.16345  0.27118
H  -1.51843  2.78130  1.02032
H  0.68524  2.00905  2.73999
H  -0.78560  -2.87192  2.02873
H  1.47654  -1.53893  -2.74837
H  0.08340  0.24291  -0.14918
H  -4.50970  -0.55999  0.97745
H  1.94280  2.34624  2.46700
H  1.50068  2.05814  -1.65918
H  1.98428  2.32757  -2.95310
H  1.92373  -0.60810  -1.82294
H  2.16373  0.74327  -0.29878

Atoms 1-3, force components in eV/Å:
3.7169 -0.3812 0.9340
2.0064 -0.3386 2.0971
0.2556 -0.5781 2.5634

So, what does the Löwdin scheme give us? The charges, in e, come out as: number 1, O, carries -0.156; number 2, O, carries -0.098; number 3, O, carries -0.037; number 4, O, carries -0.103; number 5, O, carries -0.049; number 6, O, carries -0.111; number 7, O, carries -0.011; number 8, O, carries -0.390; number 9, O, carries -0.033; number 10, O, carries -0.108; number 11, O, carries -0.008; number 12, O, carries -0.083; number 13, O, carries -0.087; number 14, H, carries 0.102; number 15, H, carries 0.046; number 16, H, carries -0.009; number 17, H, carries 0.007; number 18, H, carries -0.079; number 19, H, carries 0.086; number 20, H, carries -0.062; number 21, H, carries 0.013; number 22, H, carries 0.013; number 23, H, carries 0.053; number 24, H, carries 0.023; number 25, H, carries -0.003; number 26, H, carries -0.036; number 27, H, carries -0.061; number 28, H, carries 0.022; number 29, H, carries -0.030; number 30, H, carries 0.028; number 31, H, carries -0.052; number 32, H, carries 0.011; number 33, H, carries 0.050; number 34, H, carries 0.017; number 35, H, carries 0.035; number 36, H, carries 0.031; number 37, H, carries 0.046; number 38, H, carries 0.023

=====

(4)
DFT (wB97M-V/def2-TZVPD) results for a single C4H2O2 molecule in a non-equilibrium geometry.

LUMO energy ... -0.790 eV
M ... 82.06 g mol⁻¹
Total charge ... 0
SMILES ... C#CC(=O)C=O
Energy relative to the best compared isomer or geometry (same formula, charge and spin) ... 0.684 eV
Electronic energy ... -303.98466 Eh
Multiplicity ... 1
HOMO level ... -10.3494 eV

Positions of all 8 atoms, in Å:
O  -1.78732  -1.44671  -0.36540
O  -0.74073  1.55791  0.10330
C  -0.29925  0.42788  0.13892
C  2.29413  -0.03496  -0.33730
C  -1.55514  -0.45360  0.25733
C  1.11804  0.16257  -0.12528
H  -2.34072  0.03235  0.87398
H  3.33076  -0.22235  -0.53355

Atoms 1-3, force components in eV/Å:
0.3611 0.0224 -0.1146
0.8185 0.6203 0.0926
-0.5735 1.0300 -0.4848

So, what does the Löwdin scheme give us? The charges, in e, come out as: number 1, O, carries 0.093; number 2, O, carries 0.105; number 3, C, carries -0.337; number 4, C, carries 0.160; number 5, C, carries -0.195; number 6, C, carries -0.007; number 7, H, carries 0.136; number 8, H, carries 0.045